# 1
Here is a 2-piece molecular cluster, C5H13N2O overall in a non-equilibrium geometry from the OMol25 dataset. Energies are from the ωB97M-V functional and the def2-TZVPD basis.

Each line ends with the Löwdin charge.
Atoms and positions in Å:
C (1.24508, 1.05331, 0.69181)  -0.215
C (1.82114, -1.28738, -0.30615)  -0.076
C (-1.62637, -1.19753, -0.07956)  0.068
C (1.42729, -0.26707, 0.74006)  -0.154
C (-1.48983, 0.34221, -0.14978)  -0.387
N (-1.04864, 0.70316, -1.30886)  0.238
N (-1.83917, 1.10306, 0.84798)  0.252
O (1.44316, 1.72260, -0.51071)  -0.026
H (0.86080, 1.45918, 1.63166)  0.120
H (1.95721, -0.71983, -1.19366)  0.053
H (2.76558, -1.72160, 0.15271)  0.115
H (1.13737, -2.14458, -0.54064)  0.085
H (-0.95253, -1.59550, -0.69535)  0.033
H (-2.56237, -1.38967, -0.34680)  0.067
H (-1.53790, -1.54751, 0.87024)  0.079
H (1.32063, -0.89066, 1.55132)  0.080
H (-0.77468, -0.06056, -1.93384)  0.160
H (-0.58004, 1.58337, -1.29909)  0.117
H (-1.77522, 2.07918, 0.66818)  0.142
H (-2.10643, 0.68202, 1.70472)  0.142
H (2.31493, 2.09380, -0.49426)  0.107

Output
Charge = +1
Orbital gap = 0.377 Ha

***

# 2
Here is an isolated ion of composition C6H11IN and charge +1 in a non-equilibrium geometry from the OMol25 dataset. Energies are from the ωB97M-V functional and the def2-TZVPD basis.

Each line ends with the Löwdin charge.
Atoms and positions in Å:
C (-0.81748, 1.45280, -1.02497)  -0.113
C (-0.29734, 1.50450, 0.37952)  -0.176
C (-0.99215, 0.09012, -0.41641)  -0.715
C (-0.08084, -0.92572, -0.21746)  -0.294
C (1.27458, -0.71203, -0.70528)  -0.003
C (-0.39729, -2.17193, 0.53464)  -0.047
N (0.97287, 1.37779, 0.89941)  0.085
I (-3.03712, -0.13264, 0.00227)  1.063
H (-1.64521, 2.09654, -1.02226)  0.085
H (-0.07677, 1.51184, -1.77905)  0.118
H (-0.91339, 1.76427, 1.21236)  0.134
H (1.89633, -0.11219, -0.04785)  0.105
H (1.37116, -0.06707, -1.58551)  0.121
H (1.75280, -1.56988, -0.71203)  0.050
H (-1.18521, -2.71711, -0.04680)  0.106
H (-1.04854, -2.01761, 1.38695)  0.063
H (0.56933, -2.81191, 0.85797)  0.159
H (1.64335, 1.92259, 0.38773)  0.127
H (1.01092, 1.51764, 1.89678)  0.132

Output
Charge = +1
Orbital gap = 0.314 Ha

***

# 3
Here is one molecule with the formula CH3F2N3 in a non-equilibrium geometry from the OMol25 dataset. Energies are from the ωB97M-V functional and the def2-TZVPD basis.

Each line ends with the Löwdin charge.
Atoms and positions in Å:
C (0.59429, -0.01513, -0.01688)  -0.380
N (1.83319, 0.22911, 0.05621)  0.054
N (-0.36552, 0.90327, 0.04054)  0.143
N (0.11451, -1.54812, -0.30079)  0.078
F (2.65358, -0.89474, -0.05241)  -0.101
F (-1.22672, -1.64317, 0.07315)  -0.112
H (-0.09818, 1.83253, 0.31408)  0.115
H (-1.32478, 0.61336, 0.12183)  0.100
H (0.62765, -2.15718, 0.33736)  0.103

Output
Charge = 0
SMILES = N/C(=N/F)NF
Orbital gap = 0.388 Ha

***

# 4
Here is a 3-piece molecular cluster, C2H9NO3 overall in a non-equilibrium geometry from the OMol25 dataset. Energies are from the ωB97M-V functional and the def2-TZVPD basis.

Each line ends with the Löwdin charge.
Atoms and positions in Å:
C (1.02562, 0.46889, -0.06255)  -0.322
N (1.95447, -0.14395, 0.74531)  -0.061
C (2.22679, 0.27393, 2.13221)  -0.085
O (-0.18103, 0.47390, 0.04269)  0.057
H (1.48566, 0.58156, -1.05691)  0.128
H (2.33805, -1.02262, 0.44692)  0.124
H (1.30542, 0.34339, 2.71182)  0.077
H (2.82743, -0.40636, 2.74235)  0.081
H (2.74406, 1.22197, 2.05244)  0.073
H (-2.40599, 1.77289, -2.20673)  0.018
H (-1.70328, 1.00635, -1.06742)  -0.003
O (-2.54240, 1.10976, -1.55078)  -0.055
H (-3.13372, -2.18241, -0.94153)  0.037
H (-3.02012, -1.27807, -2.09921)  0.009
O (-2.92096, -2.21925, -1.88864)  -0.078

Output
Charge = 0
SMILES = CNC=O.O.O
Orbital gap = 0.375 Ha

***

For reference, relative energy (zero: lowest compared OMol25 entry of this formula, charge and spin) by record: 2.5703 2.2061 1.3365 2.0658 eV.
For reference, lowest unoccupied orbital energy by record: -2.9353 -4.6426 0.8373 0.3718 eV.
For reference, E_HOMO by record: -13.18 -13.18 -9.73 -9.83 eV.